No. 1
ORCA calculation (ωB97M-V/def2-TZVPD) on a molecular structure, C25H53HgN4O9 at a distorted geometry.

Last column: Mulliken charge in e.
Element x y z (Å)
Hg  0.0107  -0.1188  -0.1758  3.518
C  4.3348  0.3920  -1.5143  -1.563
C  3.3842  0.8949  -0.4146  1.055
C  3.8917  2.1773  0.2500  -1.427
O  2.0712  0.9260  -0.7540  -0.581
H  3.9213  -0.4200  -2.1212  0.237
H  5.3312  0.0619  -1.2051  0.336
H  4.4925  1.2048  -2.2463  0.410
H  3.5476  0.0855  0.3593  -0.422
H  4.9824  2.2539  0.2658  0.422
H  3.5206  2.1710  1.2789  0.219
H  3.4992  3.0643  -0.2537  0.295
C  -3.8669  -1.0393  2.0747  -0.779
C  -4.7365  -2.0718  2.5650  0.393
C  -4.4268  -3.5562  2.1963  0.318
O  -5.1536  -4.4258  2.6802  -0.719
C  -3.2716  -3.7906  1.3967  -0.880
C  -2.4384  -2.7683  0.9517  0.484
C  -2.7667  -1.3232  1.2939  -0.269
O  -2.0831  -0.3480  0.7786  -0.523
O  -1.3590  -3.0018  0.3442  -0.692
O  -5.7329  -1.8441  3.2305  -0.688
H  -4.1429  -0.0208  2.3186  0.413
H  -3.0316  -4.8209  1.1630  0.397
C  -0.5940  0.3493  3.7680  -1.345
C  -0.0560  1.4397  2.8586  0.742
C  0.8303  2.4059  3.6441  -0.569
O  0.0903  3.2393  4.4736  -0.409
C  0.9052  4.0282  5.3055  -0.763
N  0.8130  0.7881  1.8503  0.661
H  0.2280  -0.1210  4.3246  0.167
H  -1.0374  -0.4793  3.2095  0.201
H  -1.3619  0.6984  4.4568  0.406
H  -0.8983  1.9880  2.4360  0.080
H  1.4585  2.9813  2.9377  0.458
H  1.5825  1.7965  4.1832  0.142
H  0.2771  4.8342  5.6717  0.273
H  1.6976  4.5210  4.7192  0.306
H  1.3940  3.3741  6.0316  0.298
H  1.5209  0.2233  2.3248  -0.515
H  1.3660  1.5290  1.4144  0.090
C  1.3277  -1.7572  -3.2977  -1.004
C  -0.0812  -1.1940  -3.2991  0.992
C  -0.8777  -1.4782  -4.5751  -1.073
O  -2.1688  -0.9527  -4.4114  -0.156
C  -2.9244  -1.0010  -5.6094  -0.898
N  -0.8591  -1.3992  -2.0254  -0.445
H  1.8257  -1.5953  -2.3477  -0.409
H  1.8508  -1.3147  -4.1440  0.414
H  1.2820  -2.8480  -3.4318  0.404
H  0.0842  -0.1064  -3.3390  -0.346
H  -0.9176  -2.5669  -4.7420  0.406
H  -0.3195  -1.0238  -5.4037  0.389
H  -3.0912  -2.0339  -5.9168  0.323
H  -2.4598  -0.4423  -6.4371  0.340
H  -3.8242  -0.4185  -5.4052  0.257
H  -1.7618  -1.0438  -2.3480  0.235
H  -1.0056  -2.4038  -1.9182  0.202
C  -2.5520  3.2804  -0.8704  -1.879
C  -2.2074  2.1267  -1.8197  0.596
C  -2.4705  2.4726  -3.2670  -0.538
O  -1.3693  3.2256  -3.7482  -0.303
C  -1.6797  3.9308  -4.9303  -0.833
N  -0.8029  1.7122  -1.5327  -0.059
H  -3.6368  3.4300  -0.8603  0.476
H  -2.0358  4.2122  -1.1138  0.435
H  -2.3590  2.9907  0.1650  0.289
H  -2.9068  1.3937  -1.4038  0.164
H  -3.3701  3.1003  -3.2985  0.555
H  -2.6021  1.5598  -3.8608  -0.004
H  -0.7416  4.3031  -5.3428  0.237
H  -2.3547  4.7574  -4.6968  0.304
H  -2.0765  3.2527  -5.6962  0.306
H  -0.4060  1.5472  -2.4581  -0.126
H  -0.2992  2.5537  -1.2566  0.140
C  1.4755  -4.2704  1.2019  -2.101
C  1.5076  -2.8058  1.5782  1.573
C  2.6840  -2.5525  2.4948  -1.513
O  2.6948  -1.2222  3.0005  -0.141
C  3.3981  -1.0225  4.2040  -1.086
N  1.5918  -2.0227  0.2965  -0.061
H  0.6337  -4.5087  0.5492  0.403
H  1.4275  -4.9433  2.0636  0.444
H  2.3679  -4.6036  0.6500  0.474
H  0.5270  -2.5735  2.0031  -0.365
H  3.5898  -2.6128  1.8655  0.349
H  2.7175  -3.3128  3.2824  0.478
H  4.3860  -1.5071  4.1568  0.381
H  2.8961  -1.5127  5.0489  0.337
H  3.4960  0.0491  4.3374  0.276
H  1.7832  -2.6988  -0.4372  0.214
H  2.4212  -1.4269  0.2751  -0.231

Forces on atoms 1 to 2 (eV/Å):
Hg -0.3 -0.9 0.4
C 0.1 0.8 -1.5

Results
E_HOMO = -3.369 eV
Total charge = -1



No. 2
ORCA calculation (ωB97M-V/def2-TZVPD) on a molecular structure, CH24MnO14 at a distorted geometry.

Last column: Löwdin spin population.
Element x y z (Å)
O  0.1814  -1.2609  -2.7397  0.000
H  -0.1400  -2.1313  -2.9861  0.000
H  1.1148  -1.3606  -2.5387  0.000
H  -0.2393  -0.8265  -1.9940  0.000
O  1.4631  -3.1532  -0.1560  0.000
H  2.2788  -3.1825  -0.6613  0.000
H  0.8028  -3.5699  -0.7145  0.000
H  1.2431  -2.2273  -0.0303  0.000
Mn  2.3269  0.7438  1.1966  4.798
C  0.0109  0.1359  0.0835  0.008
O  1.0577  -0.5310  -0.0581  0.050
O  0.1384  1.0495  0.9138  0.040
O  -0.9410  -0.0559  -0.6698  0.006
O  3.7363  -0.8104  0.7164  0.040
H  3.5845  -1.6083  1.2230  0.002
H  4.3244  -1.0818  0.0117  0.003
O  -1.7275  0.4647  2.9155  0.084
H  -1.4733  -0.4259  3.1570  0.000
H  -0.9777  0.8042  2.4269  0.000
O  0.5786  2.9932  -1.1011  0.004
H  1.2692  3.3916  -0.5713  0.000
H  0.0812  2.4574  -0.4832  0.000
O  1.1787  1.4127  -3.1857  0.000
H  0.7009  1.7171  -2.4142  0.000
H  0.5380  1.4517  -3.8958  0.000
O  -2.1051  -2.7470  -0.0511  0.001
H  -2.0102  -1.8029  -0.1773  0.001
H  -1.3336  -3.1243  -0.4737  0.000
O  -1.0858  3.5905  2.0178  0.011
H  -0.5183  4.3256  2.2498  0.000
H  -0.4885  2.9239  1.6787  0.000
O  -3.0472  -0.1733  -2.5666  0.059
H  -2.5843  -0.1077  -1.7314  -0.001
H  -3.2197  0.7342  -2.8174  0.000
O  -3.5261  0.4169  0.7119  0.823
H  -3.3072  0.7189  1.5935  0.010
H  -2.6820  0.3456  0.2661  0.014
O  1.7333  0.2755  3.2677  0.043
H  1.7443  0.7816  4.0801  0.003
H  1.3195  -0.5537  3.5071  0.002

Forces on atoms 1 to 2 (eV/Å):
O 1.4 -1.1 -1.8
H -1.1 -0.4 -0.5

Results
E_HOMO (alpha / beta) = -19.447 / -19.353 eV
Spin multiplicity = 7
Total charge = +3



No. 3
ORCA calculation (ωB97M-V/def2-TZVPD) on a molecular structure, C29H26As2CaIN3O11.

Last column: Mulliken charge in e.
Element x y z (Å)
Ca  -0.2004  -0.5873  -0.0209  1.637
O  -1.8329  -5.9865  0.4580  -0.573
C  -1.0683  -4.9393  0.0461  1.262
C  -1.2811  -4.3205  -1.1845  -0.769
C  -0.4942  -3.2318  -1.5057  0.453
N  0.4747  -2.8056  -0.6953  -0.420
C  0.6550  -3.3806  0.4906  0.740
C  -0.0821  -4.4708  0.9090  -1.061
C  1.6256  -2.6166  1.4114  -0.020
O  2.1438  -3.2237  2.3473  -0.817
O  1.7509  -1.3892  1.0927  -0.413
C  -0.7637  -2.3109  -2.7008  0.051
O  -1.1850  -2.8139  -3.7428  -0.823
O  -0.5054  -1.0886  -2.4459  -0.234
H  -2.5893  -6.0647  -0.1329  0.302
H  -2.0728  -4.6348  -1.8544  0.375
H  0.0555  -4.8870  1.8963  0.486
O  -7.3697  -2.1191  1.3074  -0.730
C  -6.9027  -2.0510  0.1544  0.480
O  -7.4356  -2.3058  -0.9471  -0.744
C  -5.4066  -1.6525  0.0716  0.149
C  -4.7905  -1.4675  -1.1616  -1.421
C  -3.4570  -1.1102  -1.2104  -0.769
N  -2.7020  -0.9399  -0.1147  0.469
C  -3.2883  -1.1346  1.0759  0.391
C  -4.6280  -1.4705  1.2070  -0.725
C  -2.3828  -0.9714  2.2993  -0.179
O  -2.9020  -0.7957  3.3997  -0.809
O  -1.1330  -1.0302  2.0434  -0.497
H  -5.3713  -1.6167  -2.0611  0.511
H  -2.9507  -0.9661  -2.1599  0.990
H  -5.0613  -1.5934  2.1887  0.580
C  1.3024  0.3644  3.4607  -1.015
As  1.4223  1.7077  2.0910  1.334
C  1.2176  3.3963  2.9901  -1.304
C  3.1802  1.7183  1.2914  0.243
C  4.1454  2.1585  2.1952  -0.765
C  5.4652  2.3194  1.8038  -0.761
C  5.8178  2.0438  0.4925  -0.829
C  4.8576  1.5788  -0.3948  -0.414
C  3.5285  1.3907  -0.0205  0.120
As  2.2814  0.5695  -1.3149  1.473
C  2.7385  1.6310  -2.8941  -1.110
C  3.3821  -0.9980  -1.7059  -1.274
H  1.6014  0.8083  4.4099  0.521
H  1.9276  -0.4828  3.1868  0.221
H  0.2642  0.0214  3.4842  0.315
H  1.9647  3.5088  3.7732  0.463
H  0.2224  3.3938  3.4328  0.403
H  1.2880  4.1832  2.2490  0.282
H  3.8741  2.3797  3.2206  0.292
H  6.2054  2.6605  2.5163  0.376
H  6.8414  2.1762  0.1624  0.380
H  5.1550  1.3441  -1.4095  0.195
H  3.7694  1.4653  -3.2088  0.504
H  2.5693  2.6855  -2.6829  0.139
H  2.0602  1.3345  -3.6932  0.378
H  4.3999  -0.7269  -1.9884  0.526
H  2.9034  -1.5410  -2.5216  0.375
H  3.3822  -1.6283  -0.8195  0.174
O  0.0576  1.5532  1.0645  -0.339
O  0.5812  2.7459  0.3030  -0.651
I  1.1727  5.3692  -1.8454  -0.089
C  -0.4741  4.0544  -1.9454  -0.020
C  -1.6298  4.4071  -1.2691  -0.393
C  -2.6562  3.4809  -1.2655  -0.503
C  -2.4802  2.2734  -1.9279  -0.297
C  -1.2833  2.0450  -2.5915  -0.522
N  -0.2862  2.9415  -2.6077  -0.221
H  -1.7017  5.3458  -0.7407  0.393
H  -3.5753  3.6862  -0.7311  0.406
H  -3.2477  1.5131  -1.9157  0.489
H  -1.0934  1.0979  -3.0939  0.631

Forces on atoms 1 to 2 (eV/Å):
Ca -0.6 -0.1 -0.4
O 0.0 0.0 0.0

Results
E_HOMO = -3.169 eV
Total charge = -2



Number 1: calculated total energy -55345.2062 eV. Number 2: calculated total energy -61378.0027 eV. Number 3: calculated total energy -205709.2331 eV.